[1]
ORCA calculation (ωB97M-V/def2-TZVPD) on 8 unconnected molecules or ions with the total composition C32H45N3O15.

Positions of all 95 atoms, in Å:
C (0.839, -6.508, -0.288)
C (1.519, -5.217, -0.739)
C (0.784, -4.182, -1.613)
O (0.590, -3.064, -0.661)
C (1.360, -3.224, 0.424)
O (1.583, -2.321, 1.228)
O (1.919, -4.429, 0.371)
H (0.744, -7.131, -1.244)
H (-0.135, -6.366, 0.059)
H (1.375, -7.023, 0.520)
H (2.466, -5.423, -1.265)
H (-0.212, -4.441, -2.030)
H (1.340, -3.732, -2.390)
C (-3.922, 0.694, 2.866)
C (-3.040, 1.446, 1.969)
C (-2.233, 0.589, 1.101)
O (-2.602, 1.139, -0.186)
C (-3.577, 2.097, -0.165)
O (-3.970, 2.497, -1.205)
O (-3.841, 2.397, 1.148)
H (-4.720, 0.059, 2.516)
H (-4.306, 1.295, 3.615)
H (-3.271, 0.039, 3.414)
H (-2.322, 2.123, 2.491)
H (-2.473, -0.458, 1.087)
H (-1.122, 0.620, 1.300)
C (3.476, 1.570, 3.072)
C (2.567, 0.401, 2.556)
C (2.549, -0.824, 3.516)
O (1.164, -0.765, 4.124)
C (0.475, 0.127, 3.468)
O (-0.686, 0.369, 3.657)
O (1.169, 0.783, 2.575)
H (3.073, 1.816, 4.103)
H (3.301, 2.410, 2.453)
H (4.507, 1.190, 2.974)
H (2.988, 0.100, 1.527)
H (3.321, -0.727, 4.293)
H (2.468, -1.807, 3.025)
C (-1.735, 5.123, -0.861)
C (-0.800, 5.392, 0.259)
C (-0.442, 4.153, 1.122)
O (0.963, 4.263, 1.374)
C (1.542, 5.086, 0.437)
O (2.707, 5.288, 0.312)
O (0.524, 5.654, -0.290)
H (-2.084, 5.982, -1.390)
H (-2.629, 4.600, -0.532)
H (-1.194, 4.424, -1.584)
H (-1.169, 6.285, 0.753)
H (-0.775, 3.219, 0.635)
H (-0.952, 4.238, 2.070)
C (-3.403, 0.234, -5.013)
C (-2.550, -0.352, -3.959)
C (-3.074, -1.626, -3.206)
O (-1.852, -2.380, -2.921)
C (-0.929, -1.896, -3.823)
O (0.146, -2.436, -3.976)
O (-1.286, -0.791, -4.456)
H (-4.384, 0.323, -4.583)
H (-3.399, -0.475, -5.914)
H (-3.042, 1.139, -5.457)
H (-2.413, 0.348, -3.050)
H (-3.670, -2.260, -3.897)
H (-3.584, -1.298, -2.283)
C (1.752, 2.387, -2.107)
C (1.580, 1.502, -3.173)
C (1.517, 0.210, -2.695)
N (1.472, 0.290, -1.350)
C (1.628, 1.630, -0.965)
H (1.859, 3.430, -2.129)
H (1.733, 1.737, -4.210)
H (1.553, -0.789, -3.135)
H (1.290, -0.433, -0.684)
H (1.738, 1.905, 0.065)
C (-2.951, -3.522, 1.536)
C (-3.381, -3.532, 0.185)
C (-4.540, -4.258, 0.163)
N (-4.870, -4.515, 1.460)
C (-3.849, -4.132, 2.345)
H (-2.032, -3.140, 1.771)
H (-2.773, -3.123, -0.700)
H (-5.234, -4.431, -0.659)
H (-5.704, -5.027, 1.737)
H (-3.906, -4.228, 3.423)
C (6.862, 1.727, 1.312)
C (6.367, 0.916, 0.202)
C (5.319, 1.592, -0.349)
N (5.184, 2.831, 0.333)
C (6.135, 2.827, 1.340)
H (7.580, 1.286, 2.008)
H (6.667, -0.115, -0.099)
H (4.494, 1.392, -1.082)
H (4.537, 3.546, 0.037)
H (6.313, 3.681, 1.986)

Cartesian forces, eV/Å:
C 1.070 -0.486 -2.124
C 0.705 -0.004 -0.803
C -1.705 0.419 1.479
O -0.500 -0.090 -0.197
C 0.317 1.501 -0.463
O -0.633 -2.162 -1.381
O 0.646 0.214 1.923
H 0.274 0.436 1.498
H -1.679 0.574 0.544
H 0.219 0.120 -0.599
H -0.365 -0.399 0.268
H 0.630 -0.061 0.530
H 0.844 -0.041 -0.895
C 0.478 -1.104 0.847
C -0.114 2.321 1.398
C 1.289 0.138 -2.109
O 0.747 -0.563 -0.789
C 1.921 -1.736 1.623
O -1.243 1.186 -0.015
O 0.300 -0.772 -1.695
H -0.127 0.065 -1.011
H -1.084 1.485 1.407
H 0.526 -0.570 0.308
H -0.878 -0.610 0.206
H -0.546 -0.501 0.157
H -1.218 0.489 -0.494
C -1.835 -1.950 0.953
C 1.353 -0.420 -0.038
C -1.349 -0.242 0.042
O 2.167 -0.306 0.245
C -1.157 0.175 0.533
O -0.589 -0.090 0.182
O 1.552 0.880 -1.938
H 1.113 -0.224 -0.891
H 0.115 0.908 -0.671
H -0.319 0.554 0.486
H -1.372 0.406 1.257
H -0.513 -0.257 -0.113
H 0.911 0.658 0.130
C 0.574 -2.203 -1.371
C 1.267 -0.728 -0.277
C -1.015 0.950 0.277
O 0.354 -0.123 -0.695
C -2.315 0.003 0.292
O -0.192 -0.228 -0.123
O 1.119 0.560 -0.032
H 0.097 0.773 -0.305
H -0.081 -0.106 0.247
H -0.854 0.848 0.730
H 0.469 0.027 0.796
H 0.750 0.231 -0.024
H -0.034 -0.216 0.419
C 0.086 -1.904 -1.798
C 0.171 0.221 3.304
C -0.019 0.164 -1.069
O -0.371 1.643 -1.196
C 1.975 -1.428 0.708
O -1.224 0.426 0.035
O -0.328 -0.070 0.110
H -0.610 0.330 -0.219
H -0.413 0.619 1.285
H 0.204 0.810 0.359
H 0.353 -0.376 -1.739
H -0.059 0.321 0.694
H 0.196 -0.686 -0.454
C -0.820 -1.142 1.196
C 1.046 -0.838 -1.515
C -0.408 -0.466 -0.198
N 0.492 2.072 1.318
C 0.083 -0.956 -0.340
H 0.204 1.120 -0.146
H -0.190 0.084 -0.200
H -0.295 0.723 -0.251
H 0.077 -0.526 0.065
H -0.215 0.012 0.324
C -0.317 0.002 -0.824
C 1.343 -0.021 -1.497
C -0.641 1.002 -0.221
N -0.456 -1.085 1.270
C -1.321 0.017 -1.288
H 2.052 1.009 1.057
H -1.189 -0.791 1.578
H 0.248 -0.171 0.423
H 0.468 0.269 -0.135
H -0.077 -0.183 -0.367
C 0.866 -3.660 -1.038
C -0.245 -0.828 0.168
C -1.535 1.666 -0.116
N 0.972 -2.096 -0.224
C -0.984 3.030 0.195
H -0.101 0.885 -0.196
H -0.170 1.144 0.432
H 1.371 -0.140 0.546
H 0.137 0.150 0.400
H -0.445 -0.078 -0.159

Atomic partial charges in e from the Mulliken method, atoms 1 to 6: -1.383 0.332 -0.469 0.163 0.232 -0.425

[2]
ORCA calculation (ωB97M-V/def2-TZVPD) on a molecular structure, C32H45N4OPdS2.

Positions of all 85 atoms, in Å:
Pd (0.601, -0.400, -1.046)
C (3.714, -5.181, 1.612)
C (3.301, -4.024, 2.505)
N (3.267, -2.719, 1.781)
C (4.386, -1.781, 2.006)
C (5.585, -2.050, 1.111)
C (2.288, -2.461, 0.956)
S (2.467, -0.922, 0.079)
N (1.282, -3.322, 0.830)
C (0.286, -3.207, -0.007)
O (0.119, -2.253, -0.908)
C (-0.764, -4.214, -0.029)
C (-1.938, -4.012, -0.771)
C (-2.918, -4.984, -0.778)
C (-2.732, -6.159, -0.059)
C (-1.569, -6.367, 0.674)
C (-0.582, -5.402, 0.691)
H (3.730, -6.094, 2.206)
H (4.712, -5.038, 1.200)
H (3.010, -5.322, 0.793)
H (4.006, -3.891, 3.322)
H (2.314, -4.191, 2.931)
H (4.662, -1.870, 3.055)
H (4.008, -0.761, 1.868)
H (6.003, -3.037, 1.297)
H (6.360, -1.312, 1.317)
H (5.326, -1.978, 0.053)
H (-2.081, -3.098, -1.328)
H (-3.829, -4.833, -1.341)
H (-3.500, -6.921, -0.072)
H (-1.438, -7.283, 1.232)
H (0.329, -5.559, 1.250)
C (-3.772, 2.443, 3.482)
C (-2.304, 2.199, 3.880)
C (-2.260, 1.353, 5.151)
C (-1.604, 3.544, 4.141)
C (-1.616, 1.508, 2.720)
C (-1.082, 0.221, 2.797)
C (-0.468, -0.341, 1.701)
N (-0.381, 0.313, 0.534)
C (-0.893, 1.564, 0.412)
C (-1.502, 2.165, 1.485)
C (-0.723, 2.172, -0.918)
C (-1.252, 3.383, -1.297)
C (-1.040, 3.889, -2.584)
C (-0.274, 3.094, -3.450)
C (0.229, 1.892, -3.026)
N (0.010, 1.421, -1.779)
C (-1.594, 5.218, -3.048)
C (-0.421, 6.098, -3.519)
C (-2.555, 4.954, -4.223)
C (-2.349, 5.944, -1.935)
H (-4.294, 2.910, 4.316)
H (-4.282, 1.507, 3.246)
H (-3.860, 3.109, 2.622)
H (-2.753, 1.900, 5.953)
H (-1.237, 1.154, 5.478)
H (-2.792, 0.406, 5.037)
H (-2.076, 4.029, 4.995)
H (-1.683, 4.228, 3.294)
H (-0.548, 3.405, 4.375)
H (-1.137, -0.354, 3.709)
H (-0.048, -1.335, 1.744)
H (-1.895, 3.165, 1.376)
H (-1.840, 3.949, -0.590)
H (-0.068, 3.416, -4.461)
H (0.833, 1.284, -3.682)
H (0.103, 5.668, -4.373)
H (0.300, 6.264, -2.717)
H (-0.811, 7.067, -3.828)
H (-2.052, 4.479, -5.067)
H (-2.957, 5.904, -4.571)
H (-3.391, 4.322, -3.919)
H (-1.707, 6.166, -1.079)
H (-3.223, 5.385, -1.595)
H (-2.710, 6.897, -2.319)
C (3.322, -1.997, -3.067)
S (1.833, -1.025, -3.283)
C (1.003, -1.835, -4.652)
H (3.984, -1.749, -3.897)
H (3.086, -3.060, -3.084)
H (3.788, -1.716, -2.129)
H (0.998, -2.915, -4.520)
H (1.571, -1.564, -5.542)
H (-0.012, -1.452, -4.729)

Cartesian forces, eV/Å:
Pd -0.523 -0.523 -1.920
C 0.041 0.000 -0.023
C -0.001 -0.035 -0.030
N 0.035 -0.049 0.133
C 0.011 -0.064 -0.082
C -0.001 -0.033 -0.042
C -0.078 0.053 -0.199
S 0.300 0.215 0.315
N 0.067 0.100 0.181
C -0.204 0.244 -0.375
O 0.249 -0.699 0.628
C -0.009 -0.006 -0.067
C -0.001 -0.006 0.027
C 0.020 0.089 -0.050
C -0.021 -0.088 0.034
C 0.036 -0.012 0.042
C -0.008 -0.079 0.028
H -0.002 0.002 -0.005
H -0.006 0.000 0.003
H 0.000 -0.009 0.011
H 0.008 0.037 -0.014
H -0.018 0.032 -0.014
H -0.043 0.026 0.014
H -0.002 0.005 0.021
H 0.013 0.014 0.012
H 0.000 -0.007 0.009
H -0.001 -0.009 0.009
H -0.014 0.003 -0.002
H 0.004 0.004 -0.001
H 0.000 0.006 0.009
H 0.006 -0.006 -0.015
H -0.010 0.010 0.008
C 0.002 -0.038 -0.044
C 0.001 -0.015 0.032
C -0.021 0.013 0.027
C 0.052 -0.020 -0.016
C -0.052 0.103 -0.035
C -0.006 -0.026 0.003
C -0.137 0.120 -0.070
N 0.113 -0.076 0.367
C 0.041 0.017 -0.004
C -0.043 -0.012 0.048
C 0.051 -0.108 0.019
C -0.014 0.006 0.027
C 0.035 0.010 -0.102
C -0.104 0.057 0.072
C 0.032 -0.006 0.067
N 0.413 0.239 -0.012
C -0.012 0.018 0.050
C 0.032 -0.022 -0.001
C 0.007 -0.049 -0.008
C -0.011 0.014 0.004
H 0.012 0.009 -0.005
H -0.007 0.005 0.022
H 0.004 0.006 0.011
H 0.005 -0.014 0.006
H -0.003 -0.001 -0.009
H 0.006 0.001 -0.008
H -0.008 -0.002 -0.010
H -0.014 0.000 0.007
H -0.011 0.004 0.020
H 0.009 0.006 0.001
H -0.008 -0.024 0.020
H -0.012 -0.008 -0.014
H -0.001 -0.005 -0.001
H 0.006 -0.010 0.002
H 0.044 0.008 0.028
H -0.010 0.001 -0.001
H -0.013 0.014 0.000
H 0.001 -0.008 -0.003
H 0.005 0.015 0.000
H 0.004 -0.003 0.004
H -0.004 0.016 0.001
H 0.002 0.005 -0.010
H 0.003 0.000 -0.008
H -0.005 -0.004 0.011
C -0.076 -0.347 -0.145
S 0.088 1.191 0.759
C -0.187 -0.354 0.162
H -0.014 0.000 0.033
H 0.029 0.010 0.078
H 0.042 0.025 -0.046
H -0.089 0.020 0.018
H -0.036 -0.005 0.018
H 0.009 0.012 -0.011

Properties
- Total charge: +3

Atomic partial charges in e from the Mulliken method, atoms 1 to 6: -0.091 -1.018 -0.619 0.146 -0.955 -0.698

Let's list lowest unoccupied orbital energy in order: 0.486; -11.878 eV.
Let's list ΔE to the lowest compared entry with this formula, charge and spin in order: 0.0; 17.6 kcal per mole.
Let's list HOMO level in order: -8.0; -16.7 eV.